(1)
Density functional theory data (ωB97M-V/def2-TZVPD) for a cluster of 7 separate species, C16H40Br4N3 in total.

Properties
* relative energy (zero: lowest compared OMol25 entry of this formula, charge and spin): 299.36 kJ/mol
* calculated total energy: -11093.9396 Ha
* multiplicity: 1
* E_LUMO: 0.404 eV
* net charge: -1
* strongest force on any atom: 3.1 eV/A
* orbital gap: 3.5 eV

CARTESIAN COORDINATES (ANGSTROEM)
Br -4.398 5.414 -1.507
Br -4.218 5.408 3.292
Br 0.555 3.640 0.663
Br -4.257 0.445 0.218
N -2.892 3.402 0.898
N -0.536 0.561 -2.456
N 1.487 -2.352 2.999
C 2.426 -3.962 1.462
C 0.049 0.313 -1.012
C 1.750 -1.677 4.375
C -1.877 -0.136 -2.709
C -2.683 0.892 -3.575
C 0.996 -1.319 2.000
C -1.926 2.228 -3.518
C 2.977 1.105 -4.097
C 0.627 0.203 -3.454
C -0.881 2.087 -2.474
C 2.833 -2.962 2.479
C 1.203 -4.655 2.100
C -0.315 -0.612 2.338
C -0.267 0.790 2.871
C 1.890 0.909 -3.058
C 0.606 -3.609 3.049
H -0.979 -1.175 2.997
H 3.305 0.134 -4.472
H 0.867 -1.814 1.037
H -0.298 0.866 3.958
H 0.590 1.346 2.491
H 3.313 -3.439 3.333
H 0.634 -3.983 4.071
H 1.862 -0.706 1.748
H -2.229 -0.356 -1.701
H 3.191 -4.618 1.049
H 3.830 1.588 -3.623
H -3.271 2.487 0.663
H -1.367 2.344 -1.533
H 1.999 -3.562 0.541
H -3.647 1.052 -3.091
H 1.812 1.923 -2.665
H -2.641 3.008 -3.254
H -1.546 2.613 -4.465
H -3.250 4.008 0.163
H 3.463 -2.199 2.023
H -0.040 2.733 -2.717
H -0.353 -3.253 2.675
H 0.219 0.666 -4.353
H -1.200 1.282 2.596
H 2.545 -0.982 4.112
H -2.742 0.511 -4.594
H -1.641 -1.012 -3.313
H 0.462 -4.965 1.364
H 1.420 -5.556 2.674
H 2.415 0.476 -2.205
H -3.299 3.742 1.766
H 0.139 -0.764 -0.869
H -0.927 -0.689 1.438
H -0.769 0.618 -0.358
H 0.787 1.101 -0.869
H 0.700 -0.882 -3.508
H 2.018 -2.429 5.117
H -1.886 3.352 0.973
H 0.878 -1.212 4.832
H 2.487 1.634 -4.915


(2)
Density functional theory data (ωB97M-V/def2-TZVPD) for a structure of composition C16H40ClFInO12P2S2.

Properties
* calculated total energy: -3765.9125 Ha
* multiplicity: 1
* E_LUMO: 2.124 eV
* net charge: -1
* strongest force on any atom: 6.2 eV/A
* orbital gap: 7.8 eV

CARTESIAN COORDINATES (ANGSTROEM)
In 1.286 1.834 1.577
Cl -2.612 -2.542 -0.176
S 1.237 1.986 -0.962
S -3.323 -1.401 1.363
P 6.003 -3.131 1.184
P -5.708 4.349 -2.133
F 1.389 0.476 -1.591
O -6.925 4.837 -3.089
O 4.558 -3.839 1.054
O 5.367 -1.825 0.484
O -4.886 4.465 -0.908
O 7.130 -2.583 1.975
O -4.185 -2.157 2.224
O -5.868 2.747 -2.407
O -4.682 4.780 -3.307
O 6.710 -3.885 -0.092
O -0.077 2.438 -1.352
O 2.264 2.814 -1.547
O -3.992 -0.277 0.786
C 5.825 -0.505 0.784
C -3.361 5.248 -3.009
C 1.747 -0.274 2.199
C -9.047 4.858 -1.875
C -1.938 -0.835 2.388
C -5.989 1.820 -1.327
C 6.956 -0.095 -0.137
C -2.371 4.104 -2.944
C 4.360 -5.243 0.949
C -7.403 1.728 -0.789
C -8.239 4.298 -3.030
C 7.944 -4.575 0.054
C 0.512 -0.857 2.896
C 7.776 -5.978 0.607
C -0.579 -1.357 1.914
C 4.473 -5.948 2.286
H 7.166 -6.592 -0.058
H -2.713 3.310 -2.283
H -1.399 4.448 -2.592
H 6.590 0.012 -1.160
H 2.545 -0.206 2.945
H 0.759 -1.650 3.614
H 4.398 -7.029 2.159
H -5.297 2.059 -0.520
H 6.114 -0.424 1.831
H 7.383 0.858 0.179
H -8.522 4.732 -0.926
H -5.689 0.848 -1.719
H -8.216 3.209 -3.025
H -9.213 5.928 -2.010
H 4.978 0.165 0.639
H -0.351 2.175 2.196
H -3.357 5.829 -2.088
H -2.241 3.659 -3.933
H 5.420 -5.715 2.778
H -0.336 -1.058 0.894
H 3.676 -5.623 2.956
H 8.746 -6.464 0.716
H -2.117 -1.238 3.384
H 2.116 -0.878 1.367
H 7.290 -5.958 1.585
H 0.064 -0.046 3.484
H -8.097 1.384 -1.560
H 8.383 -4.633 -0.944
H 5.019 -5.677 0.197
H -2.002 0.253 2.411
H 7.748 -0.844 -0.161
H -7.447 1.022 0.041
H -7.753 2.700 -0.433
H -3.083 5.931 -3.815
H -8.718 4.581 -3.969
H -10.018 4.365 -1.810
H -0.618 -2.445 2.002
H 3.347 -5.370 0.565
H 2.449 2.918 2.341
H 8.641 -4.009 0.675


(3)
Density functional theory data (ωB97M-V/def2-TZVPD) for a cluster of 4 separate species, C16H40N3O18P4S in total.

Properties
* calculated total energy: -3915.8432 Ha
* multiplicity: 1
* E_LUMO: -3.440 eV
* net charge: +1
* strongest force on any atom: 1.2 eV/A
* orbital gap: 8.7 eV

CARTESIAN COORDINATES (ANGSTROEM)
S -1.116 1.190 3.173
P -2.651 -2.383 -6.985
P 5.859 1.182 0.643
P -4.497 -2.726 -0.730
P 3.148 4.769 3.594
O 5.266 2.491 0.384
O -2.366 -2.538 -8.532
O 5.084 -0.715 4.860
O 3.545 3.370 3.805
O -1.826 -1.089 -6.632
O -0.797 1.104 4.559
O 3.623 -0.597 6.457
O -1.140 2.737 2.819
O -4.493 -2.954 -2.283
O -4.296 -1.157 -0.625
O 4.326 5.791 3.732
O -6.006 -2.923 -0.268
O 2.074 5.355 4.588
O -3.523 -3.539 -0.001
O -2.277 0.559 2.631
O -1.825 -3.587 -6.345
O 2.506 5.023 2.149
O -4.054 -2.340 -6.580
N 4.628 0.166 1.344
N 3.393 -0.848 2.763
N 4.284 0.091 5.829
C 5.456 0.104 3.776
C 2.647 3.909 1.255
C -4.273 -0.592 0.695
C -5.523 -2.368 -3.108
C 4.528 -0.188 2.630
C 4.155 7.168 3.345
C -6.339 -4.008 0.617
C -2.422 -4.364 -5.289
C 2.715 -0.920 1.552
C 3.501 -0.295 0.667
C -2.977 -3.642 -9.218
C 0.390 -0.918 2.444
C 0.269 0.595 2.247
C 0.828 4.652 4.739
C -0.401 -1.080 -6.781
C 1.370 -1.541 1.436
H -3.876 0.413 0.605
H -1.639 -5.011 -4.903
H -1.307 2.842 1.868
H -7.424 -4.046 0.662
H 1.135 1.165 2.588
H 3.322 -0.109 -0.379
H 6.798 1.149 1.675
H 4.885 7.744 3.906
H 0.332 5.074 5.607
H -6.392 -3.023 -3.122
H -0.090 -1.658 -7.650
H -0.588 -1.386 2.348
H 6.360 0.466 -0.445
H 4.342 7.272 2.279
H -2.797 -3.725 -4.492
H 0.733 -1.120 3.464
H 6.476 -0.162 3.492
H -5.935 -3.822 1.610
H 0.207 4.800 3.856
H -0.104 -0.043 -6.914
H -5.953 -4.952 0.239
H 3.153 7.521 3.584
H 1.420 -2.619 1.595
H 3.047 -1.225 3.634
H -3.630 -1.176 1.349
H -4.038 -3.699 -8.975
H 0.083 0.815 1.192
H 1.004 3.589 4.901
H -5.282 -0.550 1.106
H -2.856 -3.459 -10.280
H -3.237 -4.969 -5.682
H -5.118 -2.279 -4.113
H 3.683 3.598 1.231
H 5.394 1.160 4.066
H 2.028 3.086 1.620
H -5.810 -1.384 -2.742
H 0.978 -1.365 0.433
H 0.064 -1.486 -5.884
H 2.317 4.200 0.261
H -2.479 -4.572 -8.946


Q: What is the formula in the third record?
A: C16H40N3O18P4S